No. 1
Computed, not measured: a 2-piece molecular cluster, C32H31F6N4 overall at a distorted geometry, with the ωB97M-V functional and the def2-TZVPD basis.

The geometry in XYZ format:
```
73
Properties=species:S:1:pos:R:3:forces:R:3:mulliken_charge:R:1
C -3.35839 1.14391 0.98149 -0.3 0.1 0.3 -0.839
N -2.97140 -0.07440 0.29608 -0.6 -0.4 0.0 -0.045
C -2.95265 -1.34128 0.99484 0.2 0.0 -0.1 -0.838
N -3.14616 -0.03955 -1.00068 1.7 0.2 -1.0 0.000
C -2.72170 -0.92214 -1.87386 -1.2 -0.3 4.2 -1.273
H -2.82642 1.20623 1.93622 0.0 0.0 -0.3 0.306
H -3.10425 1.98422 0.34457 0.2 0.0 0.1 0.297
H -4.43091 1.21788 1.18458 -0.1 -0.2 0.0 0.310
H -2.64521 -1.13360 2.02848 -0.2 -0.4 -0.3 0.308
H -3.92944 -1.85504 0.93640 0.2 0.3 0.3 0.307
H -2.23633 -1.99372 0.48742 0.1 0.0 0.4 0.285
H -3.46089 0.47059 -3.03982 -1.0 0.2 -0.4 -0.305
H -2.44200 -1.96060 -1.64115 0.1 0.5 -0.1 0.489
F -9.90633 3.62676 -4.77509 0.5 -1.1 -0.3 -0.279
C -9.40699 2.36990 -4.88821 -1.1 -0.4 1.6 1.024
F -8.58196 2.15234 -3.81223 -0.7 0.4 -0.8 -0.243
F -10.45071 1.48357 -4.73154 0.9 1.0 -0.1 -0.254
C -8.71904 2.09020 -6.19605 0.5 -0.6 -0.3 -1.180
N -8.16634 0.73062 -6.15136 0.6 0.9 0.1 0.260
C -8.86414 -0.27147 -6.85367 -1.3 -1.0 -0.3 0.085
C -9.08287 -0.09861 -8.23006 0.3 -0.1 0.6 -0.232
C -9.90984 -0.98106 -8.91043 0.0 -0.2 0.0 -0.741
C -10.56031 -2.01174 -8.22411 0.0 0.1 0.1 -0.385
C -10.35729 -2.18180 -6.84896 0.5 0.0 0.0 -0.953
C -9.47428 -1.33991 -6.16006 -0.1 0.4 -0.6 -0.194
C -7.00540 0.48665 -5.45242 -0.2 0.2 -0.4 1.505
C -6.67259 -0.83920 -5.08187 1.1 0.6 0.8 -0.888
C -5.53190 -1.03277 -4.28951 0.3 -0.6 -0.3 -0.533
C -4.70545 0.04897 -4.04500 -0.7 -0.2 0.3 -0.370
C -2.88004 -0.48650 -3.20587 -0.5 -1.1 -4.4 1.484
C -1.66985 -0.13152 -4.07589 -0.5 0.8 0.5 0.478
C -0.45640 -0.07941 -3.41552 0.4 -0.1 0.2 -1.082
C 0.69270 0.30037 -4.07966 0.0 -0.1 -0.2 -1.044
C 0.62694 0.67778 -5.43644 -0.4 -0.2 0.1 1.326
N 1.72434 1.20329 -6.06546 0.9 -0.3 0.7 0.253
C 2.90305 1.57420 -5.27501 -0.3 -0.5 -0.5 -1.279
C 2.69921 2.96569 -4.77232 -0.9 2.0 0.1 1.050
F 3.68266 3.44434 -3.97216 -0.6 -0.6 -0.7 -0.280
F 2.55966 3.83028 -5.83471 0.4 -0.7 1.0 -0.257
F 1.52022 3.05709 -4.07415 1.0 0.1 -0.3 -0.257
C 1.79242 1.43035 -7.44972 0.3 0.8 -1.4 0.141
C 0.86215 2.26427 -8.10568 0.4 -0.3 0.0 -0.071
C 1.06323 2.60063 -9.44964 0.0 -0.2 0.2 -0.896
C 2.17966 2.10647 -10.14464 -0.2 0.1 0.1 -0.385
C 3.08269 1.25781 -9.49321 -0.1 0.2 -0.1 -0.794
C 2.90896 0.94401 -8.14881 -0.7 0.0 0.0 -0.407
C -0.59203 0.51484 -6.13722 -0.4 -0.2 0.5 -0.835
C -1.74601 0.19644 -5.43517 0.4 -0.5 0.3 -0.855
C -5.02815 1.34017 -4.35631 0.7 1.1 0.0 -0.184
C -6.16427 1.58670 -5.12925 0.3 -1.3 0.4 -0.914
H -9.48227 2.08852 -6.97922 0.3 0.4 0.1 0.518
H -7.92641 2.82698 -6.37737 -0.7 0.0 -0.2 0.317
H -8.57603 0.73237 -8.73301 -0.3 -0.4 0.1 0.458
H -10.02251 -0.86416 -9.98840 -0.1 -0.1 0.3 0.394
H -11.23533 -2.67244 -8.77192 0.2 0.2 0.2 0.392
H -10.86085 -2.98306 -6.30212 0.1 0.3 -0.3 0.369
H -9.26487 -1.46707 -5.09232 -0.4 0.1 -0.4 0.553
H -7.25332 -1.71181 -5.38539 0.2 0.5 0.2 0.681
H -5.28626 -2.03035 -3.92544 -0.1 0.2 -0.2 0.493
H -3.34976 -1.33188 -3.75769 0.2 0.5 0.1 0.355
H -0.39573 -0.34784 -2.35636 0.0 0.1 -0.4 0.413
H 1.64488 0.27890 -3.54194 -0.7 0.1 -0.2 0.204
H 3.03543 0.89669 -4.43096 0.4 0.2 -0.3 0.299
H 3.77122 1.58047 -5.93056 0.1 -0.1 0.3 0.529
H -0.01188 2.61650 -7.54371 0.5 0.1 -0.4 0.624
H 0.33061 3.25307 -9.94138 0.4 -0.3 0.1 0.350
H 2.34616 2.39424 -11.19369 -0.1 -0.2 0.6 0.373
H 3.93075 0.83467 -10.03592 -0.2 0.2 0.2 0.389
H 3.60324 0.28696 -7.62317 -0.1 0.2 -0.3 0.444
H -0.67015 0.61999 -7.21620 0.2 0.2 0.4 0.784
H -2.69418 0.16675 -5.96525 0.1 -0.1 0.1 0.447
H -4.39682 2.15198 -3.98170 -0.2 -0.1 -0.5 0.528
H -6.38447 2.58576 -5.50377 0.3 -0.4 0.6 0.270
```
Forces are in eV/Å.

Summary:
molecular weight = 585.6 g/mol
HOMO = -0.3704 Eh
E_LUMO = -4.079 eV
net charge = +1

=====

No. 2
Computed, not measured: C32H32AsF9IMnN3OS as an isolated structure, with the ωB97M-V functional and the def2-TZVPD basis.

The geometry in XYZ format:
```
81
Properties=species:S:1:pos:R:3:forces:R:3:mulliken_spin:R:1
Mn 0.57421 -0.48689 -1.27912 -0.2 0.3 0.1 4.882
C -4.19258 2.55511 3.33994 0.0 0.0 0.0 0.000
C -4.53380 2.32806 1.86118 0.0 0.0 0.0 0.000
C -5.69387 1.32918 1.75072 0.0 0.0 0.0 0.000
C -4.98463 3.65882 1.25929 0.0 0.0 0.0 0.000
C -3.31309 1.75758 1.14418 0.0 0.0 0.0 -0.005
C -2.69719 2.38681 0.07088 0.0 0.0 0.0 0.002
C -1.59944 1.78606 -0.52784 0.0 0.0 0.0 -0.002
N -1.10476 0.62991 -0.11920 0.0 0.0 0.0 -0.011
C -1.67426 0.00525 0.91338 0.0 0.0 0.0 0.001
C -2.77445 0.54486 1.56276 0.0 0.0 0.0 0.004
C -1.05293 -1.29347 1.30408 0.0 0.0 0.0 0.003
C -1.52546 -2.08364 2.33546 0.0 0.0 0.0 0.001
C -0.89503 -3.29440 2.63204 0.0 0.0 0.0 -0.007
C 0.21744 -3.63243 1.88274 0.0 0.0 0.0 0.004
C 0.64005 -2.77982 0.87009 0.0 0.0 0.0 -0.036
N 0.00752 -1.65386 0.57772 0.1 0.0 0.0 0.067
C -1.43740 -4.18408 3.74640 0.0 0.0 0.0 0.000
C -0.65283 -5.49164 3.85877 0.0 0.0 0.0 0.000
C -2.90575 -4.52331 3.45670 0.0 0.0 0.0 0.001
C -1.33952 -3.43360 5.08136 0.0 0.0 0.0 0.000
H -5.05622 2.97085 3.86580 0.0 0.0 0.0 0.000
H -3.35757 3.25067 3.44063 0.0 0.0 0.0 0.000
H -3.91204 1.62385 3.83279 0.0 0.0 0.0 0.000
H -6.58236 1.72833 2.24725 0.0 0.0 0.0 0.000
H -5.44570 0.37467 2.21552 0.0 0.0 0.0 0.000
H -5.93761 1.13602 0.70472 0.0 0.0 0.0 0.000
H -5.86030 4.02401 1.80060 0.0 0.0 0.0 0.000
H -5.25988 3.54978 0.20895 0.0 0.0 0.0 0.000
H -4.20315 4.41710 1.33271 0.0 0.0 0.0 0.000
H -3.05055 3.33079 -0.31737 0.0 0.0 0.0 0.000
H -1.08866 2.23738 -1.37176 0.0 0.0 0.0 -0.008
H -3.21706 0.01521 2.39439 0.0 0.0 0.0 -0.003
H -2.39025 -1.77164 2.90484 0.0 0.0 0.0 -0.003
H 0.77165 -4.54633 2.02558 0.0 0.0 0.0 0.000
H 1.50446 -3.02409 0.26811 0.0 0.0 0.0 -0.002
H -0.66732 -6.05032 2.92205 0.0 0.0 0.0 0.000
H -1.09804 -6.11556 4.63789 0.0 0.0 0.0 0.000
H 0.39005 -5.31192 4.12373 0.0 0.0 0.0 0.000
H -2.99775 -5.03712 2.49865 0.0 0.0 0.0 0.000
H -3.52789 -3.62766 3.41826 0.0 0.0 0.0 0.000
H -3.30013 -5.17612 4.24011 0.0 0.0 0.0 0.000
H -0.30218 -3.17497 5.30083 0.0 0.0 0.0 0.000
H -1.72005 -4.05888 5.89381 0.0 0.0 0.0 0.000
H -1.91923 -2.50883 5.06393 0.0 0.0 0.0 0.000
O 2.54650 -1.03371 -0.77353 0.0 -0.1 -0.1 0.050
N 3.44460 -0.07018 -0.88207 0.0 0.0 0.0 -0.010
C 4.41929 -0.24661 -1.79665 0.0 0.0 0.0 0.005
C 5.41381 0.67312 -1.98468 0.0 0.0 0.0 -0.004
C 5.39075 1.83147 -1.19734 0.0 0.0 0.0 0.007
C 4.38725 2.00487 -0.28295 0.0 0.0 0.0 0.001
C 3.35830 1.04968 -0.08622 0.0 0.0 0.0 0.007
S 2.09484 1.23732 1.01936 0.0 0.0 0.0 0.022
H 4.32590 -1.17356 -2.34205 0.0 0.0 0.0 -0.002
H 6.17663 0.49121 -2.72728 0.0 0.0 0.0 0.000
H 6.15558 2.59058 -1.31401 0.0 0.0 0.0 0.001
H 4.33215 2.89234 0.33101 0.0 0.0 0.0 -0.001
F 2.10457 -4.64604 -1.19143 0.1 -0.2 0.1 -0.004
As 2.58548 -6.09684 -0.36294 0.0 0.0 0.0 0.000
F 2.78949 -5.18836 1.11904 0.0 0.0 0.0 0.000
F 0.92324 -6.39044 0.07693 0.0 0.0 0.0 0.000
F 3.04516 -7.55022 0.49112 0.0 0.0 0.0 0.000
F 2.38571 -7.02025 -1.81861 0.0 0.0 0.0 0.000
F 4.25137 -5.80766 -0.75972 0.0 0.0 0.0 0.000
I -1.51348 -1.84497 -2.67122 0.1 0.0 0.0 0.030
F 3.34229 6.04228 -7.89429 0.0 0.0 0.0 0.000
C 3.36864 6.35625 -6.57494 0.0 0.0 0.0 0.000
F 2.60692 7.47435 -6.46008 0.0 0.0 0.0 0.000
F 4.63394 6.73326 -6.30107 0.0 0.0 0.0 0.000
C 2.88730 5.24256 -5.70951 0.0 0.0 0.0 0.005
C 3.68530 4.70702 -4.70625 0.0 0.0 0.0 -0.001
C 3.20822 3.67669 -3.91617 0.0 0.0 0.0 0.007
C 1.92164 3.15322 -4.10912 0.0 0.0 0.0 -0.012
C 1.13224 3.70656 -5.13025 0.0 0.0 0.0 0.009
C 1.60695 4.73604 -5.91736 0.0 0.0 0.0 -0.003
C 1.44097 2.09429 -3.28868 0.0 0.0 0.0 0.019
C 1.08529 1.18952 -2.54662 0.0 0.0 -0.1 -0.016
H 4.68104 5.09668 -4.54185 0.0 0.0 0.0 0.000
H 3.82183 3.25490 -3.13076 0.0 0.0 0.0 0.000
H 0.14094 3.30470 -5.29141 0.0 0.0 0.0 0.000
H 0.98491 5.15023 -6.70197 0.0 0.0 0.0 0.000
```
Forces are in eV/Å.

Summary:
molecular weight = 934.4 g/mol
energy above the lowest of the compared OMol25 structures with the same formula, charge and spin = 0.363 eV
HOMO (spin up / spin down) = -0.0834 / -0.0948 Eh
E_LUMO (spin up / spin down) = 3.484 / 3.484 eV
spin multiplicity = 6
net charge = -2

=====

No. 3
Computed, not measured: a 4-piece molecular cluster, C32H32Br2ClN3O4 overall, with the ωB97M-V functional and the def2-TZVPD basis.

The geometry in XYZ format:
```
74
Properties=species:S:1:pos:R:3:forces:R:3:mulliken_charge:R:1
C -1.04025 3.09869 0.11479 -0.1 -0.1 -0.2 -0.847
C -1.28780 3.02906 -1.18949 0.2 -0.1 0.2 -0.642
C -0.93339 1.80768 -1.94860 0.3 0.3 -0.1 0.731
C -0.08212 1.79934 -2.98669 -0.1 0.1 0.4 0.326
O 0.47500 2.94377 -3.43168 -0.1 -0.2 0.0 -0.552
C 1.91342 2.97626 -3.38686 0.6 0.2 -0.1 -0.659
C 2.47705 2.93857 -1.96003 0.1 0.6 -0.1 0.055
C 3.35255 4.16527 -1.64527 0.2 -0.3 -0.1 -0.439
C 4.81854 4.00198 -2.11415 -0.7 0.0 -0.1 -1.221
C 0.21932 0.53691 -3.71534 0.1 -0.1 -0.5 0.210
O 0.80670 0.55327 -4.77598 0.1 0.1 0.0 -0.655
C -0.22295 -0.75433 -3.13188 0.0 0.0 0.3 0.804
C 0.30099 -2.01009 -3.76681 -0.4 -0.2 0.0 -1.340
C 1.11593 -2.82164 -2.79028 -0.2 -0.2 -0.1 0.745
O 2.02723 -2.42644 -2.16359 0.5 0.3 0.4 -0.438
Cl 0.61906 -4.53339 -2.64588 0.0 0.0 -0.1 -0.203
C -1.06519 -0.75088 -2.09516 -0.1 0.0 -0.2 0.512
C -1.58597 -1.97378 -1.45481 0.5 0.2 0.3 -0.809
Br -2.89230 -2.94764 -2.40800 -0.1 0.0 -0.1 -0.063
C -1.18765 -2.37441 -0.25216 -0.3 -0.4 0.0 0.800
C -1.67697 -3.56956 0.50259 -0.1 0.5 0.3 -1.433
Br 0.13433 -1.38087 0.66203 0.1 0.2 -0.1 -0.074
C -1.58821 0.53921 -1.53021 0.1 0.0 -0.2 0.471
O -2.51981 0.52136 -0.76633 -0.2 0.0 0.2 -0.593
H -0.37714 2.36836 0.56437 -0.4 -0.2 0.2 0.232
H -1.50947 3.82271 0.76568 0.4 0.4 -0.1 0.297
H -1.74574 3.84962 -1.72830 -0.4 -0.1 0.1 0.376
H 2.33676 2.19537 -4.01643 -0.2 -0.1 0.0 0.213
H 2.18819 3.91910 -3.85664 -0.2 0.1 0.0 0.539
H 3.09133 2.04778 -1.82912 -0.2 -0.2 0.2 0.431
H 1.64472 2.94529 -1.25652 -0.1 -0.3 0.0 -0.155
H 2.91874 5.04003 -2.13335 -0.1 0.1 0.1 0.093
H 3.32484 4.36082 -0.57564 0.1 0.0 0.0 0.433
H 5.05978 4.73579 -2.88056 0.2 0.1 0.1 0.241
H 4.94588 3.01701 -2.56321 0.2 -0.1 0.1 0.467
H 5.49187 4.11800 -1.27069 0.2 0.0 -0.1 0.268
H 0.95245 -1.75712 -4.60231 0.0 0.0 0.0 0.426
H -0.53118 -2.61211 -4.12749 0.0 0.0 -0.1 0.430
H -1.09747 -4.45664 0.25119 -0.1 -0.1 0.0 0.195
H -2.73790 -3.72553 0.31316 0.0 -0.2 -0.2 0.508
H -1.57952 -3.35549 1.56660 0.1 -0.2 0.0 0.295
C -4.56629 -3.21349 5.51468 0.0 0.0 0.0 -0.148
C -3.26584 -3.24193 5.99100 0.0 0.0 0.0 -0.440
C -2.24002 -2.88301 5.12924 0.1 0.0 0.0 -0.260
N -2.43485 -2.51452 3.86554 -0.1 0.0 0.0 -0.333
C -3.69017 -2.49249 3.42216 0.0 0.0 -0.1 -0.039
C -4.78644 -2.82952 4.20163 0.0 0.0 0.0 -0.681
H -5.39473 -3.48542 6.15611 0.0 0.0 0.0 0.383
H -3.04794 -3.53600 7.00842 0.0 0.0 0.0 0.369
H -1.20839 -2.89057 5.46333 0.0 0.0 0.0 0.369
H -3.81905 -2.18683 2.38848 0.0 0.0 0.0 0.391
H -5.78498 -2.79058 3.78833 0.0 0.0 0.0 0.379
C 4.37178 9.36273 1.08469 0.0 0.0 0.0 -0.162
C 3.46940 8.91293 0.13491 0.0 0.0 0.0 -0.717
C 3.60374 7.61678 -0.33941 0.0 -0.1 0.0 0.097
N 4.55480 6.77770 0.06400 0.0 0.1 0.0 -0.176
C 5.41459 7.22570 0.97648 0.0 -0.1 0.0 -0.180
C 5.36697 8.50163 1.51731 0.0 0.0 0.0 -0.565
H 4.30064 10.36736 1.48123 0.0 0.0 0.0 0.371
H 2.67692 9.55053 -0.23192 0.0 0.0 0.0 0.366
H 2.91496 7.22553 -1.08064 0.0 0.0 0.0 0.253
H 6.18011 6.52270 1.28668 0.0 0.0 0.0 0.350
H 6.09223 8.80989 2.25764 0.0 0.0 0.0 0.356
C -3.90304 -8.83859 1.28703 0.0 0.0 0.0 -0.174
C -2.57922 -9.23826 1.20396 0.0 0.0 0.0 -0.392
C -1.58954 -8.29274 1.42884 0.1 0.0 0.0 -0.224
N -1.83996 -7.01810 1.71896 0.0 0.0 0.0 -0.429
C -3.11693 -6.65046 1.79390 0.0 0.1 0.0 0.137
C -4.18110 -7.51540 1.58894 0.0 0.0 0.0 -0.682
H -4.70459 -9.54627 1.11853 0.0 0.0 0.0 0.373
H -2.31615 -10.26051 0.96950 0.0 0.0 0.0 0.357
H -0.54135 -8.56570 1.37485 0.0 0.0 0.0 0.368
H -3.28994 -5.60549 2.03101 -0.1 0.0 0.0 0.344
H -5.19929 -7.15891 1.66366 0.0 0.0 0.0 0.360
```
Forces are in eV/Å.

Summary:
molecular weight = 717.9 g/mol
HOMO = -0.3315 Eh
structure (SMILES) = C=CC1=C(OCCCC)C(=O)C(CC(=O)Cl)=C(/C(Br)=C(/C)Br)C1=O.c1ccncc1.c1ccncc1.c1ccncc1
E_LUMO = -1.284 eV
net charge = 0